This record from the Open Molecules 2025 dataset describes C5H8N2 in the gas phase at a distorted geometry. The level of theory is ωB97M-V/def2-TZVPD.

## Properties
* strongest force on any atom: 1.90 eV/A
* ΔE to the lowest compared entry with this formula, charge and spin: 4.991 eV
* orbital gap (spin up / spin down): 8.34 / 7.82 eV
* energy: -8290.0056 eV

Atoms and positions in Å:
C  -0.908  1.176  0.113
C  -0.281  -0.169  -0.184
C  1.073  -0.110  -0.757
C  2.064  0.725  -0.158
N  2.241  1.751  0.495
C  -0.685  -1.355  0.640
N  -1.097  -1.255  -0.746
H  -0.218  1.804  0.692
H  -1.134  1.706  -0.817
H  -1.832  1.062  0.689
H  1.398  -0.950  -1.364
H  2.817  -0.127  -0.072
H  -1.413  -1.168  1.429
H  0.038  -2.137  0.857
H  -2.065  -0.951  -0.817